No. 1
{
  "formula": "C47H44BrN4OSiW",
  "method": "ωB97M-V with the def2-TZVPD basis set",
  "symbols": ["W", "Br", "C", "C", "C", "C", "O", "C", "C", "N", "C", "C", "C", "C", "C", "C", "C", "C", "N", "C", "C", "H", "H", "H", "H", "H", "H", "H", "H", "H", "H", "C", "Si", "C", "N", "C", "C", "C", "C", "C", "C", "C", "C", "C", "C", "C", "C", "C", "C", "C", "C", "C", "H", "H", "H", "H", "H", "H", "H", "H", "H", "H", "H", "H", "H", "H", "H", "H", "H", "H", "H", "H", "H", "H", "H", "H", "N", "C", "C", "C", "C", "C", "C", "C", "C", "C", "C", "C", "C", "H", "H", "H", "H", "H", "H", "H", "H", "H", "H"],
  "coordinates": [[0.71952, 0.00266, 1.12196], [-3.97900, -2.03788, 6.75599], [-2.78017, -1.79851, 5.31834], [-2.50096, -2.87723, 4.48070], [-1.63396, -2.69331, 3.40984], [-1.06728, -1.45378, 3.19181], [-0.22771, -1.24201, 2.13364], [-1.29711, -0.37733, 4.05113], [-0.63066, 0.84641, 3.88312], [0.30027, 1.16377, 2.92479], [0.72613, 2.47555, 2.92035], [0.24599, 3.53439, 3.67564], [0.85251, 4.80331, 3.59977], [1.93992, 5.03939, 2.80759], [2.45871, 3.97952, 2.02911], [3.61221, 4.08946, 1.23613], [4.08222, 2.98420, 0.57846], [3.37399, 1.78427, 0.65868], [2.24255, 1.65236, 1.33735], [1.81829, 2.72275, 2.06821], [-2.19382, -0.57150, 5.12510], [-2.94848, -3.84368, 4.66252], [-1.39697, -3.53136, 2.77112], [-0.85240, 1.60001, 4.62134], [-0.59813, 3.41911, 4.33631], [0.44532, 5.60606, 4.20075], [2.41400, 6.01123, 2.77235], [4.12810, 5.04032, 1.17156], [4.99044, 3.01406, -0.00720], [3.74340, 0.91105, 0.15358], [-2.40339, 0.24973, 5.79853], [-1.03233, 1.14141, 0.49455], [-2.13624, 0.37004, -0.79302], [-1.76039, -1.45011, -0.52316], [-0.31500, -1.81466, -0.52786], [-0.14857, -3.15283, 0.12811], [-0.49617, -4.31509, -0.79193], [0.52375, -4.43010, -1.93151], [1.13314, -3.05155, -2.20282], [0.10253, -1.95976, -1.96472], [-1.77731, 1.03949, -2.51002], [-1.50056, 2.40545, -2.65655], [-1.34088, 2.97882, -3.91139], [-1.44523, 2.18928, -5.04991], [-1.72235, 0.83436, -4.92961], [-1.89227, 0.26937, -3.67165], [-3.94463, 0.61528, -0.43362], [-4.48927, 0.13078, 0.76297], [-5.82755, 0.32494, 1.07085], [-6.64668, 1.01418, 0.18566], [-6.12599, 1.50461, -1.00290], [-4.78521, 1.30711, -1.30921], [-1.63512, 1.09139, 1.41000], [-0.82806, 2.20683, 0.34133], [-2.33553, -2.11118, -1.18135], [-2.14194, -1.62469, 0.48938], [-0.78470, -3.16257, 0.99703], [0.88359, -3.24020, 0.47323], [-1.50334, -4.17309, -1.19084], [-0.53460, -5.22965, -0.19978], [0.04051, -4.81509, -2.83114], [1.31149, -5.13779, -1.66959], [1.47543, -2.96864, -3.23569], [2.00401, -2.89352, -1.57146], [-0.78922, -2.22419, -2.54140], [0.44078, -1.01249, -2.35965], [-1.42329, 3.03912, -1.77695], [-1.14135, 4.03925, -4.00158], [-1.32209, 2.63256, -6.03005], [-1.81709, 0.21973, -5.81620], [-2.13248, -0.78558, -3.60030], [-3.86407, -0.40054, 1.47627], [-6.23105, -0.05793, 1.99981], [-7.69172, 1.16745, 0.42344], [-6.76465, 2.04014, -1.69388], [-4.39648, 1.68846, -2.24684], [1.17826, 0.85065, -1.01385], [2.19841, 0.48725, -2.00451], [2.07642, 1.13026, -3.23116], [2.88165, 0.78474, -4.29833], [3.80642, -0.23668, -4.13421], [3.92775, -0.86425, -2.90923], [3.14751, -0.51199, -1.79965], [3.36559, -1.17797, -0.48139], [4.52934, -1.92787, -0.27838], [4.81941, -2.52388, 0.93757], [3.95745, -2.35822, 2.01006], [2.81875, -1.59304, 1.82507], [2.48998, -1.01448, 0.59447], [0.29082, 0.77835, -1.51391], [1.25430, 1.85277, -0.84384], [1.30868, 1.88764, -3.35210], [2.77223, 1.29045, -5.24831], [4.42839, -0.55301, -4.96133], [4.63720, -1.67393, -2.82526], [5.25308, -2.03304, -1.07308], [5.73070, -3.09654, 1.05097], [4.17469, -2.79900, 2.97408], [2.17763, -1.44001, 2.69174]],
  "forces_ev_per_angstrom": [[-0.522, 0.856, -0.321], [-0.030, -0.008, 0.041], [0.017, -0.030, -0.054], [-0.002, 0.009, -0.007], [-0.061, -0.069, 0.042], [0.141, -0.043, -0.301], [-0.025, -0.443, 0.298], [0.059, 0.234, 0.057], [0.003, 0.008, -0.010], [-0.003, -0.365, -0.217], [-0.068, 0.064, 0.114], [0.007, 0.108, 0.005], [-0.037, -0.066, 0.019], [-0.012, -0.010, -0.016], [-0.032, -0.027, 0.065], [0.076, 0.030, -0.100], [0.042, 0.021, 0.004], [0.126, 0.050, -0.050], [-0.013, 0.010, 0.069], [0.100, 0.121, -0.019], [-0.020, 0.016, 0.034], [-0.002, 0.022, 0.003], [-0.005, 0.011, 0.001], [0.059, 0.029, 0.017], [-0.024, 0.022, -0.027], [-0.013, -0.022, -0.001], [-0.001, -0.023, -0.005], [-0.004, -0.029, 0.018], [-0.017, -0.003, 0.012], [0.036, 0.030, -0.031], [-0.003, -0.021, -0.010], [0.130, -0.101, -0.078], [-0.043, 0.038, -0.015], [0.004, -0.163, 0.050], [0.021, 0.027, -0.031], [0.082, -0.015, -0.145], [-0.003, 0.018, -0.013], [-0.006, 0.022, 0.009], [0.013, -0.003, -0.029], [-0.082, -0.059, 0.074], [0.078, 0.027, -0.033], [0.018, -0.020, -0.034], [0.025, -0.031, 0.000], [0.006, 0.027, 0.025], [0.001, -0.032, 0.046], [0.002, 0.060, -0.039], [-0.098, 0.058, 0.102], [-0.022, 0.051, -0.019], [0.041, 0.001, -0.008], [0.005, -0.003, -0.020], [0.019, -0.007, 0.003], [-0.045, -0.085, 0.031], [0.003, 0.059, 0.031], [0.060, -0.005, 0.000], [0.031, -0.042, 0.022], [-0.016, -0.002, -0.016], [-0.036, 0.012, 0.052], [0.010, -0.003, 0.006], [-0.012, -0.010, 0.010], [0.004, -0.016, 0.004], [-0.001, -0.003, 0.006], [0.001, 0.002, -0.005], [0.033, 0.002, 0.003], [0.018, -0.002, 0.030], [-0.004, -0.014, -0.017], [0.013, 0.097, -0.053], [-0.020, -0.015, -0.035], [-0.003, -0.008, -0.003], [-0.003, -0.007, 0.016], [0.002, 0.012, 0.021], [-0.002, 0.022, -0.007], [-0.005, 0.006, -0.007], [0.008, 0.004, -0.013], [0.017, -0.001, -0.003], [0.010, -0.004, 0.009], [0.008, 0.009, 0.018], [-0.015, -0.063, 0.165], [-0.109, -0.026, 0.030], [-0.023, 0.012, -0.079], [0.004, 0.022, -0.003], [-0.005, -0.022, 0.033], [0.022, -0.001, -0.041], [0.009, -0.047, 0.105], [0.005, -0.004, -0.180], [0.064, -0.044, 0.012], [-0.003, 0.002, -0.030], [0.032, 0.010, -0.036], [0.072, -0.088, 0.067], [-0.034, -0.145, 0.252], [-0.006, 0.015, 0.031], [0.005, -0.022, 0.031], [-0.002, 0.006, -0.002], [0.002, -0.010, 0.008], [-0.010, 0.012, 0.015], [-0.001, 0.022, -0.008], [0.000, -0.014, 0.020], [-0.013, 0.012, -0.013], [-0.005, 0.013, -0.012], [-0.024, -0.022, 0.055]],
  "e_homo_ev": [-8.2, -10.5],
  "largest_force_ev_per_a": 1.05,
  "total_charge": 1,
  "de_lowest_ev": 1.349,
  "total_energy_ha": -5042.1128,
  "spin_multiplicity": 3
}

No. 2
{
  "formula": "C47H44N4O3S3Se2Tm",
  "method": "ωB97M-V with the def2-TZVPD basis set",
  "symbols": ["Tm", "C", "C", "C", "C", "C", "C", "C", "C", "N", "C", "O", "C", "C", "C", "C", "C", "N", "C", "O", "N", "C", "C", "C", "C", "C", "C", "C", "C", "H", "H", "H", "H", "H", "H", "H", "H", "H", "H", "H", "H", "H", "H", "H", "H", "H", "H", "H", "H", "H", "C", "Se", "C", "C", "Se", "C", "H", "H", "H", "H", "H", "H", "H", "H", "H", "H", "O", "C", "C", "C", "C", "C", "S", "C", "C", "C", "C", "S", "C", "C", "C", "C", "S", "H", "H", "H", "H", "H", "H", "H", "H", "H", "N", "C", "C", "C", "C", "C", "C", "C", "H", "H", "H", "H"],
  "coordinates": [[-0.30931, -0.24740, -0.44437], [1.04016, 2.27874, 1.43355], [2.20613, 1.44191, 1.77423], [3.52958, 2.31693, 1.66817], [4.69500, 1.92118, 2.58361], [5.11525, 0.96255, 1.45531], [4.03747, 1.48233, 0.48108], [4.46751, 2.11689, -0.80291], [2.81125, 0.51954, 0.66162], [2.02088, 0.02690, -0.42077], [2.75382, -0.74108, -1.22481], [3.99196, -0.73808, -1.28177], [1.95506, -1.64939, -2.12681], [2.53764, -2.45915, -3.13032], [1.64965, -3.12864, -4.01839], [0.23936, -2.87693, -3.97431], [-0.24324, -2.02427, -2.94902], [0.62535, -1.51159, -2.05842], [-1.71698, -1.64683, -2.89127], [-2.52112, -2.34701, -3.54679], [-2.05000, -0.49846, -2.21624], [-3.24365, 0.11326, -2.62800], [-4.42075, 0.08302, -1.85659], [-4.70491, -0.94827, -0.82440], [-5.49429, 0.88931, -2.23219], [-5.46436, 1.74638, -3.33128], [-4.35271, 1.66091, -4.20026], [-3.25496, 0.86946, -3.83795], [-2.11476, 0.67977, -4.79090], [0.62282, 2.77806, 2.31584], [0.27963, 1.66032, 0.94989], [1.34704, 3.04213, 0.71348], [3.34280, 3.42102, 1.55626], [5.40232, 2.66448, 2.97523], [6.17263, 1.01790, 1.15312], [4.66410, 3.16555, -0.54970], [3.71946, 1.97058, -1.58154], [5.40443, 1.70914, -1.15475], [3.62339, -2.55945, -3.25842], [2.01053, -3.81055, -4.73055], [-0.47809, -3.33077, -4.63458], [-4.64178, -0.57434, 0.20992], [-4.06686, -1.81044, -0.94369], [-5.74415, -1.34150, -0.95858], [-6.42722, 0.88265, -1.65953], [-6.26821, 2.38010, -3.55340], [-4.30907, 2.26621, -5.07542], [-2.25781, 1.39546, -5.61880], [-2.13031, -0.30744, -5.28655], [-1.13833, 0.82890, -4.32165], [1.97226, 2.83117, -4.58934], [0.91158, 2.52745, -2.95851], [0.19248, 4.24782, -2.39917], [-1.24032, 4.02394, -1.99253], [-1.70120, 2.56720, -0.61849], [-2.24313, 3.54990, 1.01439], [2.90213, 3.29025, -4.28618], [1.38646, 3.42840, -5.28384], [2.16936, 1.77190, -4.92057], [0.33933, 4.98381, -3.18169], [0.77924, 4.49399, -1.53715], [-1.73435, 3.63534, -2.89762], [-1.76763, 4.90937, -1.65756], [-3.29096, 3.84627, 0.84972], [-1.63905, 4.44763, 1.15548], [-2.15556, 2.90758, 1.90562], [0.03389, -0.50556, 1.60065], [0.75514, -0.59196, 2.77099], [1.10686, -2.02496, 3.11729], [1.98063, -2.42791, 4.12010], [2.07949, -3.83885, 4.22451], [1.29108, -4.50629, 3.35471], [0.43750, -3.37359, 2.30698], [2.14550, 0.21591, 2.79087], [3.13449, -0.51374, 1.83814], [4.55908, -0.20989, 2.26429], [4.44433, 0.73518, 3.54639], [2.87997, 0.67306, 4.41185], [-0.15600, -0.06884, 3.90769], [-0.23603, -0.60434, 5.19287], [-1.21355, 0.06427, 5.96500], [-1.88225, 1.04749, 5.26597], [-1.42617, 1.10618, 3.60910], [2.61432, -1.76175, 4.72693], [2.76869, -4.30066, 4.96541], [1.29242, -5.61532, 3.23933], [2.95665, -1.57103, 1.73496], [5.24754, -1.08795, 2.44294], [5.34564, 0.64680, 4.15747], [0.39796, -1.39014, 5.57721], [-1.40580, -0.18087, 7.02329], [-2.51618, 1.79996, 5.68808], [-5.56975, -5.56951, 1.42590], [-4.60910, -4.88199, 1.32794], [-3.49654, -4.08598, 1.06761], [-2.48279, -4.51586, 0.21735], [-1.46633, -3.69308, -0.22217], [-1.40784, -2.38134, 0.25011], [-2.32195, -1.97386, 1.23277], [-3.41877, -2.75741, 1.53088], [-2.56970, -5.58542, -0.13426], [-0.72355, -4.04212, -0.90592], [-2.16318, -1.07169, 1.79622], [-4.19873, -2.35896, 2.15161]],
  "forces_ev_per_angstrom": [[-0.701, -0.822, 1.112], [-0.635, 0.243, -0.060], [0.465, -0.518, -0.510], [-1.120, 1.251, 1.152], [0.235, 0.075, 0.210], [1.364, 0.172, -0.294], [0.005, -0.997, 0.895], [0.014, 0.181, 0.262], [-0.153, -0.009, 0.676], [-0.369, -0.326, 0.023], [0.608, 0.241, 0.118], [-0.131, -0.752, -0.211], [0.160, -0.384, -1.744], [-1.143, -0.267, -0.272], [-1.519, 1.740, 1.693], [1.356, 0.488, 1.421], [1.164, -0.957, -0.529], [-0.287, 0.067, -0.906], [-1.848, 0.283, -0.421], [1.309, 0.705, 0.545], [1.797, -1.330, -0.423], [-1.043, 0.885, -0.063], [-0.358, 0.007, -0.954], [-0.762, -0.479, 0.578], [-0.442, 1.011, -0.338], [2.046, -1.470, -0.145], [-0.138, -0.348, 1.913], [-0.209, -0.669, 0.257], [-0.075, 0.401, -0.963], [-0.098, -0.058, -0.149], [0.071, 0.610, 0.573], [-0.116, 0.042, -0.080], [0.012, -0.965, 0.155], [-0.484, 0.194, -0.286], [-0.347, -0.579, -0.131], [-0.230, 0.145, -0.563], [-0.053, 0.389, -0.017], [0.203, -0.339, -0.158], [-0.592, 0.142, 0.388], [0.564, -0.682, -0.910], [-0.010, -0.078, -0.184], [0.143, -0.140, -0.308], [0.404, -0.124, 0.142], [0.685, 0.455, 0.090], [0.383, -0.219, 0.059], [-1.091, 0.754, -0.282], [0.041, 0.257, -0.675], [0.361, -0.054, 0.256], [-0.033, 0.167, 0.507], [-0.129, -0.008, -0.096], [-0.292, -0.961, 0.630], [0.163, -0.734, -0.117], [0.446, -0.639, 0.766], [-0.985, -0.920, -0.555], [-0.174, 0.819, -0.609], [-0.219, 0.333, -0.344], [0.184, 0.188, -0.239], [0.234, -0.214, -0.209], [-0.267, 1.263, 0.015], [-0.285, 0.142, -0.114], [0.430, 0.575, 0.380], [-0.297, 0.121, 0.510], [0.031, 0.188, 0.173], [0.430, -0.174, 0.187], [0.078, -0.177, -0.032], [0.047, 0.158, -0.687], [1.023, 0.653, 0.481], [-0.555, 0.789, 0.754], [0.988, -0.412, 1.095], [0.063, 0.178, -0.467], [0.826, 0.073, 1.043], [-0.146, -0.586, -0.850], [0.434, -0.949, 0.879], [-0.586, 0.878, -1.487], [0.888, 0.754, -0.422], [0.752, -0.994, 1.692], [1.109, 0.353, -1.041], [-0.018, -0.356, -0.566], [-0.133, -1.249, 0.623], [-0.180, 1.290, -1.231], [-0.607, 0.627, 0.383], [0.403, -0.695, 0.520], [1.278, -0.688, 0.907], [-0.694, -0.359, -0.449], [-0.682, 0.170, -0.687], [-0.373, 1.224, -0.147], [-0.160, -0.225, -0.482], [-0.971, 0.731, -0.420], [-0.407, -0.154, 0.428], [-0.097, 0.077, -0.198], [0.092, 0.347, -0.659], [-0.511, 0.008, -0.018], [2.931, 2.084, -0.044], [-4.062, -2.988, 0.205], [1.177, 2.082, -0.282], [-0.068, -2.496, -0.762], [-1.174, 0.715, 0.642], [0.862, 1.168, -0.569], [-0.377, -1.141, -0.542], [0.169, -0.526, 0.503], [0.275, 1.198, 0.307], [0.265, -0.358, -0.503], [-0.214, 0.500, -0.123], [-0.323, -0.020, 0.381]],
  "e_homo_ev": [-5.0, -5.0],
  "largest_force_ev_per_a": 5.05,
  "total_charge": -1,
  "total_energy_ha": -9344.7698,
  "spin_multiplicity": 3
}